Entry 1:
{
  "formula": "C36H76N6O12V",
  "method": "wB97M-V/def2-TZVPD",
  "species": ["O", "V", "O", "N", "O", "O", "O", "N", "O", "O", "O", "C", "C", "C", "C", "C", "C", "N", "O", "C", "C", "C", "H", "H", "H", "H", "H", "H", "H", "H", "H", "H", "H", "H", "H", "H", "H", "H", "H", "H", "H", "C", "C", "C", "C", "C", "C", "N", "O", "C", "C", "C", "H", "H", "H", "H", "H", "H", "H", "H", "H", "H", "H", "H", "H", "H", "H", "H", "H", "H", "H", "C", "C", "C", "C", "C", "C", "N", "O", "C", "C", "C", "H", "H", "H", "H", "H", "H", "H", "H", "H", "H", "H", "H", "H", "H", "H", "H", "H", "H", "H", "C", "C", "C", "C", "C", "C", "N", "O", "C", "C", "C", "H", "H", "H", "H", "H", "H", "H", "H", "H", "H", "H", "H", "H", "H", "H", "H", "H", "H", "H"],
  "positions_angstrom": [[3.279279, 7.303396, -3.336751], [3.732030, 7.990366, -4.638123], [4.114702, 9.566640, -4.459435], [6.359982, 6.179119, -5.252753], [5.841962, 5.024572, -5.117249], [5.894511, 7.145998, -4.575841], [7.267761, 6.301032, -6.071304], [3.942751, 6.774529, -7.124647], [3.068212, 6.520352, -6.242160], [4.487499, 7.894759, -7.036221], [4.445498, 5.932786, -7.854790], [-0.772706, 7.972940, -6.495012], [0.028110, 9.318834, -6.287626], [-0.798667, 10.455576, -6.889067], [-1.971341, 10.862357, -5.995568], [-1.352377, 11.318718, -4.659763], [-0.467335, 10.260700, -3.943598], [0.421679, 9.596421, -4.925818], [1.278198, 8.617204, -4.389758], [0.386250, 11.057080, -2.963697], [-1.353141, 9.206996, -3.217257], [1.231751, 9.290550, -7.246503], [-1.135909, 7.883881, -7.516353], [-1.545546, 7.950899, -5.725714], [-0.098648, 7.127564, -6.336637], [-0.166095, 11.349776, -6.877358], [-1.133162, 10.293676, -7.912000], [-2.610448, 10.001625, -5.787656], [-2.528347, 11.680684, -6.450970], [-2.187863, 11.615801, -4.016036], [-0.826218, 12.273979, -4.718986], [0.921771, 11.893117, -3.399037], [-0.279066, 11.403414, -2.160479], [0.965669, 10.414532, -2.293207], [-1.659062, 9.426888, -2.195293], [-2.288055, 9.043127, -3.758117], [-0.831885, 8.248930, -3.235985], [1.833014, 8.389381, -7.100461], [1.964415, 10.044587, -6.940791], [0.990401, 9.433278, -8.296351], [0.601815, 7.968505, -4.134554], [5.701395, 6.115935, -10.674710], [6.702691, 7.276122, -10.590238], [5.921666, 8.413997, -9.971642], [6.889890, 9.492232, -9.404272], [8.001601, 8.937548, -8.508761], [8.752803, 7.716894, -9.130750], [7.732739, 6.796236, -9.624310], [8.251001, 5.532856, -9.989233], [9.624082, 8.327946, -10.257300], [9.623168, 7.111250, -8.005827], [7.180235, 7.559150, -12.033061], [4.835063, 6.413841, -11.260920], [5.451090, 5.685076, -9.706534], [6.200165, 5.294068, -11.198012], [5.206127, 8.831850, -10.683742], [5.305508, 8.050775, -9.146764], [6.322596, 10.278269, -8.893554], [7.277355, 10.148487, -10.196243], [7.450547, 8.655076, -7.608182], [8.662364, 9.773460, -8.277589], [9.066468, 8.621481, -11.143993], [10.315965, 9.100806, -9.929257], [10.208978, 7.538858, -10.755332], [8.920534, 6.981107, -7.179948], [10.080287, 6.148964, -8.219842], [10.336040, 7.877705, -7.701108], [7.206846, 8.624664, -12.285036], [6.406141, 7.288387, -12.756804], [8.140144, 7.084658, -12.224087], [8.724488, 5.734490, -10.814155], [-0.265620, 2.004715, -11.097935], [0.261255, 3.403830, -11.438849], [-0.908536, 4.275074, -11.953226], [-0.559660, 5.770381, -11.996918], [-0.071810, 6.261212, -10.662325], [1.073771, 5.425775, -10.017591], [0.743977, 4.015240, -10.187444], [1.627145, 3.230241, -9.430870], [2.420678, 5.815660, -10.659906], [1.043696, 5.859145, -8.556882], [1.316324, 3.232611, -12.519404], [-0.931658, 1.945590, -10.236449], [0.536926, 1.292121, -10.893134], [-0.802370, 1.530222, -11.925087], [-1.263524, 3.864053, -12.900101], [-1.770117, 4.208420, -11.281487], [-1.435548, 6.372093, -12.254892], [0.120740, 5.875042, -12.848639], [-0.888634, 6.218417, -9.936945], [0.220310, 7.313605, -10.666370], [2.894867, 6.526361, -9.982642], [3.138295, 5.009291, -10.809083], [2.280996, 6.286447, -11.636499], [1.722192, 5.211131, -7.995781], [1.351226, 6.883655, -8.350641], [0.042211, 5.711277, -8.148335], [1.886893, 4.155698, -12.652893], [0.814601, 2.969941, -13.449191], [2.106019, 2.541246, -12.216628], [2.314461, 2.927493, -10.046693], [3.276429, 3.163761, -6.258221], [3.644019, 1.685108, -6.157795], [2.754745, 0.944965, -7.198803], [3.146384, -0.490682, -7.384530], [4.618831, -0.657635, -7.725730], [5.648398, 0.047591, -6.740119], [5.053973, 1.374863, -6.418657], [5.905256, 2.093056, -5.562858], [5.922567, -0.766749, -5.481156], [6.944524, 0.231210, -7.501411], [3.145558, 1.127092, -4.790048], [3.880443, 3.697317, -5.518207], [3.471566, 3.622511, -7.225206], [2.241362, 3.399979, -6.004389], [1.742294, 0.938220, -6.796118], [2.848492, 1.412745, -8.180184], [2.904251, -1.073714, -6.488221], [2.538563, -0.950145, -8.170562], [4.787463, -0.277916, -8.736683], [4.779111, -1.736494, -7.809417], [5.024965, -0.921392, -4.879636], [6.748818, -0.482212, -4.830292], [6.197922, -1.791138, -5.762867], [6.876635, 0.959176, -8.311129], [7.244514, -0.664892, -8.057827], [7.788604, 0.437792, -6.843913], [2.071211, 1.307882, -4.705599], [3.254362, 0.083891, -4.503237], [3.607645, 1.811352, -4.068581], [5.544465, 1.899183, -4.681511]],
  "forces_ev_per_a": [[-0.339, -0.114, 1.498], [2.544, 1.250, -2.549], [-1.017, -2.529, 0.265], [-0.836, -3.948, -1.429], [0.390, 2.008, 0.456], [-1.005, 1.663, 0.182], [-0.160, 1.160, 0.964], [3.288, -0.585, 0.188], [-0.914, 0.073, 0.884], [-0.680, 1.097, 0.378], [-1.920, 0.099, 0.197], [1.017, 0.662, 1.023], [-0.638, -0.996, -2.521], [-0.687, 1.298, 1.345], [1.135, -0.140, 0.550], [-0.891, -0.013, 0.006], [-0.086, 0.096, -0.047], [0.308, 2.032, -0.928], [-1.296, 0.143, -0.125], [-0.766, -0.848, 1.826], [-0.108, -0.061, -0.613], [1.562, -0.351, 1.371], [-0.279, 0.120, 0.092], [-0.404, -0.285, -0.376], [-0.062, 0.000, 0.108], [0.210, -0.063, -0.380], [0.272, -0.492, -0.001], [-0.307, 0.136, -0.210], [-0.231, -0.114, 0.069], [0.083, -0.471, 0.440], [0.411, -0.218, -0.617], [0.258, -0.242, -0.062], [-0.362, 0.678, -0.491], [0.831, -0.120, -0.830], [0.394, 0.230, 0.069], [0.058, 0.029, -0.161], [-0.182, -0.097, 0.458], [-0.355, -0.163, -0.308], [-0.315, 0.419, -0.157], [-0.233, -0.164, 0.027], [1.038, -0.822, 0.226], [0.836, -0.967, -0.581], [-0.707, -1.415, 0.347], [0.948, 1.128, 1.035], [-0.608, 0.875, -0.984], [-1.444, -0.306, -0.256], [0.331, 1.585, -0.141], [-0.654, 0.485, 0.667], [0.373, 0.855, -0.570], [0.366, -1.455, -1.038], [-1.305, 0.367, -0.040], [-0.634, 0.868, -0.082], [-0.074, 0.068, 0.130], [-0.145, 0.557, -0.071], [-0.206, -0.014, -0.261], [0.227, 0.102, -0.267], [0.311, -0.205, -0.007], [-0.186, -0.456, 0.618], [0.416, -0.604, -0.468], [0.514, -0.371, 0.243], [0.350, -0.278, 0.112], [-0.336, 0.876, 0.528], [-0.110, 0.039, 0.091], [0.484, -0.127, 0.531], [0.353, -0.238, 0.056], [0.154, 0.133, -0.273], [0.275, -0.166, -0.083], [0.746, 0.150, 0.530], [0.191, -0.875, 0.100], [-0.113, -0.037, -0.466], [0.197, -0.535, 0.018], [-0.126, -0.859, 0.058], [-0.493, -0.029, 0.829], [-0.285, 0.354, 0.805], [-0.199, -0.455, -1.109], [0.469, -0.455, 0.544], [-0.338, 1.158, -1.399], [-1.210, 0.277, 0.919], [0.118, -0.578, -0.649], [-0.020, 0.353, 0.217], [0.382, -1.473, 0.666], [0.745, 0.929, 0.147], [0.031, 0.482, 0.048], [0.200, 0.250, 0.121], [-0.042, 0.408, -0.258], [0.206, 0.218, -0.202], [0.163, -0.432, 0.261], [-0.124, -0.208, -0.179], [0.404, 0.488, 0.330], [-0.278, -0.138, -0.217], [0.201, -0.024, -0.231], [0.244, 0.079, -0.304], [-0.171, -0.198, 0.277], [-0.015, 0.056, -0.002], [-0.054, 0.164, 0.111], [-0.061, -0.044, -0.570], [0.022, -0.059, -0.005], [-0.359, 0.167, -0.308], [0.378, -0.326, -0.097], [-0.323, -0.506, -0.234], [0.251, 0.159, 0.234], [1.089, 0.502, 0.884], [-1.625, -2.390, -0.783], [0.801, -0.136, 0.028], [0.183, -0.656, 0.364], [0.227, -0.005, 0.371], [-1.678, 0.186, -0.263], [0.290, 0.749, -1.333], [-0.328, -0.325, 0.391], [-0.328, -1.655, 0.122], [0.768, -0.184, -0.681], [-0.121, 1.542, 0.509], [0.020, 0.257, -0.227], [0.227, -0.288, -0.091], [-0.143, -0.565, -0.022], [-0.183, 0.564, -0.475], [-0.345, 0.366, 0.142], [0.109, 0.037, 0.104], [0.052, 0.047, -0.095], [0.104, 0.289, 0.070], [0.560, 0.030, 0.245], [0.036, 0.292, 0.067], [-0.125, 0.730, -0.184], [0.030, 0.013, -0.264], [-0.152, 0.447, 0.438], [-0.314, -0.406, 0.364], [-0.115, 0.428, -0.008], [0.010, 0.235, -0.039], [0.585, 0.004, -0.377], [-0.097, -0.490, 0.580], [0.471, 0.224, 0.125]],
  "homo_energy_ev": -5.45,
  "total_charge": -1,
  "energy_ha": -3592.3219,
  "e_above_lowest_kcal_mol": 67.8,
  "multiplicity": 1,
  "orbital_gap_ev": 7.41
}


Entry 2:
{
  "formula": "C27H31N5OW",
  "method": "wB97M-V/def2-TZVPD",
  "species": ["W", "C", "C", "C", "C", "C", "H", "H", "H", "H", "H", "C", "C", "C", "C", "C", "C", "C", "N", "C", "C", "C", "C", "C", "C", "C", "N", "C", "C", "C", "C", "H", "H", "H", "H", "H", "H", "H", "H", "H", "H", "H", "H", "H", "H", "H", "H", "H", "H", "H", "H", "H", "H", "H", "H", "N", "C", "O", "C", "C", "N", "C", "N", "H", "H"],
  "positions_angstrom": [[2.661119, 0.039158, 0.217597], [3.241095, 0.303423, 2.463995], [4.390933, -0.174348, 1.802677], [4.771320, 0.775020, 0.814992], [3.864088, 1.874467, 0.880294], [2.911612, 1.574153, 1.909795], [2.792021, -0.140563, 3.339144], [4.937733, -1.064564, 2.071129], [5.691286, 0.761586, 0.249882], [4.026164, 2.840446, 0.429775], [2.207599, 2.272671, 2.333680], [-3.412214, 3.412413, 1.197780], [-2.584519, 3.764125, -0.047780], [-2.254660, 5.258624, -0.022269], [-3.404370, 3.440321, -1.317133], [-1.337407, 2.917663, -0.122995], [-0.096735, 3.419178, -0.530244], [1.012178, 2.609808, -0.550212], [0.983201, 1.308888, -0.205707], [-0.232050, 0.775787, 0.079587], [-1.371647, 1.548360, 0.154280], [-0.229468, -0.677532, 0.301769], [-1.368783, -1.447158, 0.208776], [-1.318604, -2.828882, 0.404370], [-0.062154, -3.350788, 0.739544], [1.041698, -2.540942, 0.792233], [0.992789, -1.215123, 0.537756], [-2.524894, -3.719540, 0.233768], [-3.828235, -2.920295, 0.135709], [-2.319647, -4.508472, -1.076399], [-2.624151, -4.700819, 1.413864], [-4.280902, 4.067424, 1.241547], [-2.833140, 3.559462, 2.111499], [-3.785624, 2.388143, 1.179962], [-3.171933, 5.823149, 0.136006], [-1.824471, 5.599647, -0.965146], [-1.568801, 5.502465, 0.791612], [-4.303366, 4.056682, -1.330058], [-3.708478, 2.392393, -1.336383], [-2.831459, 3.652642, -2.221169], [0.014400, 4.453807, -0.821392], [1.974021, 3.001989, -0.851061], [-2.298133, 1.074736, 0.441946], [-2.298255, -0.964328, -0.047879], [0.055939, -4.406041, 0.940429], [2.013651, -2.947759, 1.025730], [-3.859012, -2.301527, -0.762969], [-3.980240, -2.292116, 1.016321], [-4.663947, -3.615304, 0.076751], [-2.302192, -3.839096, -1.937999], [-3.147456, -5.206405, -1.201602], [-1.391977, -5.082284, -1.061486], [-2.656018, -4.168326, 2.366042], [-1.794971, -5.408193, 1.435051], [-3.542001, -5.278567, 1.316921], [5.195527, -2.034787, -1.858966], [4.128334, -1.466019, -1.358902], [3.579132, -1.862410, -0.280367], [3.475664, -0.255286, -1.894142], [4.181519, 0.583730, -2.809602], [4.824157, 1.245854, -3.494298], [2.069370, -0.522128, -2.114353], [0.989550, -0.772057, -2.436512], [5.604764, -2.826101, -1.382750], [5.581035, -1.760476, -2.752418]],
  "forces_ev_per_a": [[0.844, -0.404, -0.015], [0.458, 0.373, 0.250], [0.192, 0.405, 0.361], [-0.022, 0.115, 0.448], [-0.032, -0.023, 0.242], [0.577, -0.152, 0.138], [-0.238, -0.192, -0.210], [-0.202, -0.205, -0.238], [-0.164, -0.170, -0.281], [-0.206, -0.088, -0.269], [-0.357, -0.162, -0.286], [0.116, -0.007, -0.007], [-0.227, 0.047, -0.133], [0.028, -0.064, -0.011], [0.044, 0.044, 0.073], [0.306, -0.088, -0.019], [-0.240, 0.109, 0.016], [0.305, -0.124, -0.065], [-0.476, 0.179, 0.131], [-0.053, 0.219, -0.009], [0.059, -0.161, -0.063], [-0.089, -0.098, 0.058], [0.085, 0.109, 0.045], [0.190, 0.157, 0.040], [-0.194, -0.078, -0.044], [0.231, -0.011, 0.047], [-0.836, 0.014, 0.565], [-0.126, -0.160, -0.043], [0.137, -0.032, 0.029], [-0.007, 0.041, 0.042], [0.051, 0.092, -0.010], [-0.009, 0.001, 0.001], [-0.027, -0.001, 0.009], [0.003, 0.000, 0.003], [0.000, 0.015, -0.018], [0.006, 0.014, 0.019], [-0.013, 0.034, -0.002], [-0.003, -0.012, 0.000], [-0.010, 0.002, -0.013], [-0.021, 0.003, -0.004], [0.037, -0.028, 0.033], [0.014, -0.015, 0.046], [-0.021, 0.031, -0.008], [-0.025, -0.040, 0.014], [0.061, 0.026, 0.004], [0.025, 0.003, -0.027], [-0.020, 0.022, 0.017], [-0.037, 0.004, -0.014], [-0.016, 0.011, -0.010], [0.019, -0.020, -0.009], [0.001, 0.002, -0.017], [-0.012, -0.010, 0.005], [-0.021, -0.038, 0.014], [-0.013, 0.007, 0.015], [0.004, -0.019, 0.006], [-0.051, 0.096, -0.066], [0.233, -0.239, 0.018], [-0.315, 0.246, -0.103], [-0.282, 0.092, 0.629], [0.028, 0.266, -0.054], [-0.036, -0.045, 0.024], [0.421, -0.254, -1.706], [-0.084, 0.107, 0.375], [0.038, -0.028, 0.030], [-0.026, 0.082, 0.008]],
  "homo_energy_ev": [-14.83, -14.70],
  "total_charge": 2,
  "energy_ha": -1463.0675,
  "e_above_lowest_kcal_mol": 11.4,
  "multiplicity": 1,
  "orbital_gap_ev": [6.79, 6.74]
}